Entry 1:
Computed, not measured: a 2-piece molecular cluster, C6H10N2O2 overall in a non-equilibrium geometry, with the ωB97M-V functional and the def2-TZVPD basis.

Structure (XYZ):
```
20
Properties=species:S:1:pos:R:3:lowdin_charge:R:1
C -1.56566 0.05753 0.39118 -0.006
C -0.71432 -0.89462 0.81311 -0.013
C -0.95202 0.85519 -0.73913 -0.329
C 0.54343 -0.66347 0.19371 -0.249
C -1.78677 0.53663 -1.95820 -0.023
C 1.79660 0.62049 2.05950 0.105
N 0.32439 0.23539 -0.79358 0.087
N 1.66478 -1.55954 0.02779 -0.394
O 2.41103 -1.23047 -0.84638 0.071
O 1.82992 -2.46680 0.82598 0.050
H -2.55781 0.30573 0.79253 0.124
H -0.71672 -1.82638 1.30628 0.111
H -0.96280 1.89058 -0.50876 0.142
H -1.74409 -0.47170 -2.15670 0.073
H -1.33376 0.91821 -2.79697 0.060
H -2.72151 0.90718 -2.05481 0.055
H 2.16752 1.59007 1.80476 -0.004
H 2.43616 -0.21192 2.37751 0.023
H 0.77252 0.61682 2.30126 -0.028
H 1.10911 0.79109 -1.03903 0.143
```

Properties
- Lowest unoccupied orbital energy (alpha / beta): -0.70 / -0.03 eV
- Largest force on an atom: 0.0680 hartree/bohr
- ΔE to the lowest compared entry with this formula, charge and spin: 176.2 kcal/mol
- Total charge: 0
- Multiplicity: 1
- Electronic energy: -13452.3017 eV

Entry 2:
Computed, not measured: C17H33BBrCa2ClF2NNaO14S2 as an isolated structure in a non-equilibrium geometry, with the ωB97M-V functional and the def2-TZVPD basis.

Structure (XYZ):
```
75
Properties=species:S:1:pos:R:3:lowdin_charge:R:1
B -1.76115 0.30713 -3.91209 0.086
C -0.50892 -0.29634 -3.05513 -0.194
O -0.15939 0.51697 -1.88884 -0.187
C 1.02416 -0.01155 -1.24288 -0.144
C 0.95300 -1.49169 -0.70076 0.042
C 2.20703 -2.10715 -0.02673 -0.182
C 2.11341 -3.64160 0.52042 -0.079
C 3.55789 -1.25625 0.10880 0.008
C 3.56712 0.22283 -0.41725 -0.162
C 2.29971 0.86995 -1.10440 -0.095
C 2.43976 2.38506 -1.58671 -0.334
C 1.92588 2.66688 -3.07936 -0.068
C 1.58388 3.30892 -0.53461 -0.086
H -2.00107 1.45635 -4.05377 -0.026
H -2.44096 -0.49705 -4.46824 0.053
H 0.36662 -0.39340 -3.80845 0.128
H -0.84091 -1.35760 -2.73261 0.125
H -0.00574 -2.11739 -0.78387 0.108
H 1.04521 -3.85626 0.90000 0.081
H 2.79814 -3.73843 1.43561 0.078
H 2.42220 -4.32106 -0.34707 0.088
H 4.52077 -1.66126 0.58156 0.114
H 4.54096 0.86707 -0.31902 -0.235
H 3.53782 2.68387 -1.45942 0.075
H 1.21225 1.86688 -3.48087 0.072
H 2.83682 2.65752 -3.79251 0.102
H 1.48773 3.73295 -3.16819 0.075
H 0.67744 3.69008 -1.13537 0.078
H 1.20514 2.66541 0.33362 0.054
H 2.18909 4.21873 -0.19447 0.073
Na -1.85781 2.74908 -5.39235 0.796
N -7.92189 3.53837 -5.00438 -0.240
S -7.14096 2.29578 -5.59683 0.524
O -5.69731 2.34674 -5.55864 -0.286
O -7.72796 1.62694 -6.73027 -0.248
F -7.42732 1.23853 -4.44615 -0.146
S -7.76208 4.80553 -5.89806 0.524
O -8.17501 6.03223 -5.25557 -0.254
O -8.15070 4.71311 -7.30881 -0.529
F -6.18906 5.02192 -5.99120 -0.174
Ca -8.06873 6.47454 -8.45202 1.771
C -1.29728 1.38913 2.37280 -0.154
O 0.11173 1.46880 2.52044 -0.147
H -1.76591 1.65954 3.31961 0.078
H -1.62692 2.08315 1.59514 0.074
H -1.58256 0.36822 2.10663 0.079
H 0.50198 1.22407 1.66903 0.041
Br 6.15038 1.34079 -1.17474 -0.061
C 2.21178 -1.51522 3.70657 -0.036
C 2.75177 -2.72739 4.45635 -0.755
O 1.88859 -3.49093 4.96465 -0.080
O 3.99959 -2.82033 4.47696 -0.001
H 1.11933 -1.48954 3.72386 0.063
H 2.58681 -0.59851 4.16893 0.070
H 2.53915 -1.54717 2.66695 0.035
O 0.86417 -1.65529 -7.92509 -0.354
Cl 0.98188 -1.36589 -6.51516 0.637
O -0.11870 -0.50558 -6.10789 -0.440
O 2.23300 -0.68822 -6.25781 -0.364
O 0.92820 -2.59510 -5.75722 -0.356
C 0.35237 -3.92330 7.48923 0.008
C -0.50055 -3.79983 8.71385 -0.561
O -1.20561 -2.81510 8.90922 0.042
C -0.46285 -4.93978 9.70445 -0.127
H 0.22772 -3.03511 6.86644 0.102
H 1.40436 -4.00438 7.77446 0.125
H 0.04828 -4.80070 6.91117 0.111
H 0.55002 -5.06677 10.08892 0.148
H -0.80479 -5.86341 9.22200 0.054
H -1.13079 -4.71203 10.54537 0.046
O 3.90987 2.69880 1.50601 0.267
H 4.38005 3.20978 0.80269 0.159
H 3.37127 1.95614 1.11497 0.132
H 3.36200 3.28361 2.07325 0.187
Ca -2.75810 -4.94207 9.23590 1.589
```

Properties
- Lowest unoccupied orbital energy: -8.22 eV
- Largest force on an atom: 0.1294 hartree/bohr
- Total charge: +2
- Multiplicity: 1
- Electronic energy: -199920.7802 eV

Entry 3:
Computed, not measured: a 2-piece molecular cluster, CH2S3 overall in a non-equilibrium geometry, with the ωB97M-V functional and the def2-TZVPD basis.

Structure (XYZ):
```
6
Properties=species:S:1:pos:R:3:lowdin_charge:R:1
C -1.61454 -0.23786 0.46041 -1.209
S -4.29708 -0.06652 -0.17432 0.005
S -0.74755 -1.59294 0.03804 0.730
S -1.04977 1.32225 0.51209 0.714
H 0.48926 -1.07972 -0.23584 -0.120
H 0.26391 1.19295 0.14868 -0.120
```

Properties
- Lowest unoccupied orbital energy (alpha / beta): -1.72 / -1.58 eV
- Largest force on an atom: 0.0207 hartree/bohr
- ΔE to the lowest compared entry with this formula, charge and spin: 104.4 kcal/mol
- Total charge: 0
- Multiplicity: 1
- Electronic energy: -33570.3095 eV

Entry 4:
Computed, not measured: an isolated ion of composition C4H16N11 and charge +1 in a non-equilibrium geometry, with the ωB97M-V functional and the def2-TZVPD basis.

Structure (XYZ):
```
31
Properties=species:S:1:pos:R:3:lowdin_charge:R:1
C -0.89637 -0.30470 -0.27892 -0.362
C 0.55963 -0.19032 0.07630 -0.455
C -1.45446 1.90019 0.38800 -0.461
C 2.34672 -1.86852 0.22186 -0.410
N 1.02308 0.34704 1.36157 0.024
N 0.51387 1.30884 1.98879 0.012
N 1.05767 -1.58552 -0.06999 0.134
N -0.54295 1.97208 1.58789 0.040
N -1.21856 -0.53328 -1.64882 0.144
N 1.37212 0.47219 -0.98495 0.124
N -2.78835 1.80450 0.78230 0.047
N -1.13143 2.68165 -0.77094 0.055
N 2.78840 -2.98210 -0.40132 0.190
N 3.02576 -1.17233 1.14605 0.189
N -1.71655 -0.92674 0.66165 0.116
H 0.62820 -2.13997 -0.83564 0.164
H -1.01223 2.40738 2.33153 0.098
H -2.17493 -0.42813 -1.80324 0.072
H -0.72988 0.19694 -2.12881 0.071
H 0.97766 1.26381 -1.37864 0.029
H 2.32790 0.70146 -0.70813 0.092
H -3.37899 2.29124 0.07104 0.098
H -2.94451 2.43621 1.67379 0.130
H -1.80373 2.51539 -1.51524 0.077
H -0.91379 3.65725 -0.75583 0.071
H 3.57277 -3.57778 -0.05582 0.155
H 2.16683 -3.41583 -1.05400 0.114
H 2.90662 -0.18583 1.51305 0.145
H 3.82101 -1.66839 1.44839 0.103
H -1.79265 -0.75134 1.71293 0.150
H -2.55403 -1.17001 0.27607 0.044
```

Properties
- Lowest unoccupied orbital energy (alpha / beta): -2.34 / -2.34 eV
- Largest force on an atom: 0.0895 hartree/bohr
- ΔE to the lowest compared entry with this formula, charge and spin: 66.6 kcal/mol
- Total charge: +1
- Multiplicity: 1
- Electronic energy: -20788.6432 eV

Entry 5:
Computed, not measured: C30H40FeN4O2 as an isolated structure in a non-equilibrium geometry, with the ωB97M-V functional and the def2-TZVPD basis.

Structure (XYZ):
```
77
Properties=species:S:1:pos:R:3:lowdin_charge:R:1
Fe 0.31881 -0.25936 0.04112 0.917
C -6.54133 -2.31013 0.60250 -0.038
C -5.48081 -3.40686 0.42914 -0.554
C -6.04547 -4.47553 -0.50982 -0.060
C -5.19193 -4.07789 1.78043 -0.038
C -4.20861 -2.76214 -0.10160 -0.147
C -3.53758 -1.85052 0.69850 0.051
C -2.35781 -1.26225 0.25552 -0.148
N -1.50818 -0.44636 0.92396 0.107
C -1.58982 0.14152 2.14348 -0.148
C -2.70822 0.40569 2.93036 0.044
C -2.55807 0.97030 4.18662 -0.145
C -1.26398 1.21035 4.66257 0.067
C -0.11702 1.00233 3.91246 -0.074
C -0.28322 0.55983 2.58444 -0.214
O 0.66408 0.47875 1.68284 -0.158
C 1.28673 1.19827 4.46608 -0.537
C 2.02328 2.24527 3.62340 -0.035
C 1.28130 1.67175 5.92159 -0.059
C 2.01199 -0.15456 4.38906 -0.024
C -3.79786 1.32182 4.99509 -0.555
C -4.70429 0.09043 5.13636 -0.040
C -4.54284 2.43707 4.24664 -0.038
C -3.46081 1.82191 6.40171 -0.060
C -1.80352 -1.61049 -1.03683 -0.207
O -0.64767 -1.05317 -1.29492 -0.172
C -2.49635 -2.51957 -1.85341 -0.074
C -3.68480 -3.04993 -1.35893 0.053
C -2.02036 -2.97163 -3.22959 -0.537
C -3.05444 -2.51195 -4.26961 -0.039
C -1.89599 -4.50472 -3.24675 -0.037
C -0.66036 -2.39125 -3.62333 -0.056
H -7.47945 -2.74189 0.94511 0.086
H -6.71645 -1.80691 -0.34618 0.091
H -6.22352 -1.56489 1.32633 0.073
H -6.94738 -4.89900 -0.07121 0.087
H -5.33122 -5.28341 -0.64955 0.090
H -6.30967 -4.05381 -1.47703 0.085
H -6.09035 -4.56033 2.16079 0.087
H -4.85561 -3.36316 2.52617 0.072
H -4.42193 -4.83683 1.66188 0.095
H -3.89512 -1.64179 1.69250 0.097
H -3.68904 0.19823 2.53243 0.105
H -1.15306 1.59657 5.65917 0.092
H 1.48633 3.19088 3.65391 0.090
H 2.09851 1.91802 2.59140 0.071
H 3.02499 2.40140 4.01394 0.087
H 0.78799 2.63640 6.01449 0.086
H 2.30706 1.78665 6.26227 0.088
H 0.78991 0.95285 6.57212 0.088
H 2.06583 -0.50169 3.36079 0.073
H 1.48433 -0.90322 4.97655 0.095
H 3.02396 -0.06691 4.77682 0.090
H -5.08850 -0.23933 4.17495 0.068
H -5.55660 0.32458 5.77141 0.086
H -4.15442 -0.73055 5.59198 0.094
H -4.83415 2.11307 3.25103 0.079
H -3.90066 3.30949 4.14522 0.091
H -5.44057 2.72812 4.78848 0.087
H -2.92612 1.05984 6.96508 0.092
H -4.38198 2.05002 6.93497 0.088
H -2.86192 2.72938 6.36374 0.086
H -4.21055 -3.75430 -1.98092 0.100
H -4.03563 -2.93799 -4.07710 0.076
H -2.73741 -2.81221 -5.26545 0.086
H -3.14365 -1.42785 -4.24770 0.090
H -2.85598 -4.99266 -3.10462 0.074
H -1.22403 -4.83306 -2.45719 0.095
H -1.49071 -4.83375 -4.20182 0.086
H -0.71240 -1.30934 -3.70806 0.084
H -0.36050 -2.79722 -4.58840 0.087
H 0.10025 -2.64406 -2.88929 0.087
N 2.41520 -4.94392 3.78807 0.084
C 2.02024 -4.43640 2.82932 -0.420
N 1.55080 -3.97134 1.72993 0.090
C 1.45726 -2.88081 1.15088 -0.332
N 1.32272 -1.94385 0.45158 0.067
```

Properties
- Lowest unoccupied orbital energy (alpha / beta): -2.69 / -2.65 eV
- Largest force on an atom: 0.0551 hartree/bohr
- Total charge: 0
- Multiplicity: 5
- Electronic energy: -76201.3749 eV